(1)
Computed, not measured: C4H11BrFeNO as an isolated structure, with ωB97M-V/def2-TZVPD.

```
19
Properties=species:S:1:pos:R:3:forces:R:3:mulliken_spin:R:1
Fe 16.139 -22.979 11.437 0.122 0.595 0.004 6.230
Br 16.540 -20.448 11.210 -0.095 -0.498 0.056 0.772
C 19.818 -19.087 15.317 0.209 -0.990 0.108 0.054
C 18.670 -18.174 14.866 1.716 0.056 0.124 -0.006
C 18.898 -16.743 15.322 0.285 0.610 0.319 0.032
O 17.881 -15.896 14.868 -0.164 0.090 -0.498 0.023
C 16.710 -15.881 15.655 -0.617 -0.034 0.680 -0.002
N 18.535 -18.233 13.432 -3.320 1.322 0.823 0.823
H 19.917 -19.174 16.397 -0.265 0.350 0.025 -0.002
H 20.765 -18.724 14.917 -0.116 0.325 0.034 -0.003
H 19.757 -20.118 14.960 -0.393 0.111 -0.126 0.007
H 17.661 -18.476 15.216 0.129 -0.396 0.084 0.089
H 19.824 -16.322 14.920 0.054 -0.315 -0.159 -0.002
H 19.025 -16.702 16.409 -0.222 -0.198 0.019 0.001
H 16.825 -15.404 16.634 0.537 0.008 -0.080 0.004
H 16.344 -16.893 15.866 -0.083 -0.038 -0.184 0.005
H 15.937 -15.305 15.154 0.112 -0.153 -0.338 0.000
H 18.183 -17.317 13.085 0.988 0.056 -0.327 -0.011
H 17.810 -18.900 13.120 1.123 -0.901 -0.565 -0.013
```
Forces are in eV/Å.

Computed properties:
Spin multiplicity = 9
Net charge = +1
Gap between HOMO and LUMO (spin up / spin down) = 4.5 / 5.5 eV
Strongest force on any atom = 0.071 Eh/bohr
E = -4126.10574 hartree
Expectation value of S² = 20.02

(2)
Computed, not measured: C53H44Cl3MnN5O7S as an isolated structure, with ωB97M-V/def2-TZVPD.

```
114
Properties=species:S:1:pos:R:3:forces:R:3:mulliken_spin:R:1
Mn -0.408 -0.304 0.600 0.446 -1.153 0.140 4.577
Cl -5.356 -0.074 0.150 -0.019 -0.031 -0.032 0.000
C -4.353 1.074 0.991 0.004 -0.077 -0.047 0.009
C -4.976 1.948 1.883 0.039 0.088 0.043 0.000
C -4.249 2.858 2.598 0.003 -0.066 -0.044 0.003
Cl -5.068 3.947 3.699 -0.049 0.037 0.033 0.000
C -2.844 2.919 2.459 0.002 0.121 0.074 0.003
C -2.002 3.823 3.141 -0.016 -0.032 -0.019 0.006
C -0.650 3.794 2.924 -0.099 -0.064 -0.061 -0.002
C -0.131 2.847 2.027 -0.175 -0.169 0.144 0.031
N -0.892 1.997 1.376 -0.174 -0.037 0.511 0.024
C -2.230 2.015 1.565 0.123 0.102 0.056 0.058
C -2.974 1.047 0.781 -0.171 0.143 0.012 -0.015
O -2.363 0.284 -0.038 -0.127 0.080 0.014 0.042
H -6.049 1.893 2.003 -0.001 0.009 0.009 0.000
H -2.441 4.526 3.836 0.008 0.014 0.002 0.000
H 0.021 4.469 3.439 -0.013 0.015 0.015 0.000
H 0.938 2.766 1.863 -0.030 -0.045 0.029 -0.014
C 4.718 -2.431 -3.661 -0.033 -0.066 0.019 0.000
O 5.117 -1.184 -4.237 0.089 0.127 0.026 0.000
C 5.654 -0.282 -3.344 -0.046 0.041 0.056 0.000
C 6.977 0.096 -3.487 0.031 0.022 0.026 0.000
C 7.545 1.020 -2.615 -0.053 -0.092 -0.076 0.000
C 6.769 1.562 -1.602 -0.015 -0.021 0.012 0.000
C 5.436 1.206 -1.468 -0.058 -0.022 -0.047 0.000
C 4.853 0.284 -2.340 0.164 0.062 -0.063 -0.002
N 3.508 -0.070 -2.312 0.124 0.037 -0.333 -0.001
C 2.636 0.080 -1.232 -0.066 -0.165 0.212 0.095
N 3.219 -0.301 -0.072 -0.309 0.065 -0.117 -0.011
C 2.829 -0.058 1.279 -0.250 -0.155 -0.165 -0.156
C 1.511 -0.053 1.707 -0.291 0.573 0.010 0.202
C 1.350 0.220 3.084 0.224 -0.111 0.006 -0.026
C 2.409 0.393 3.957 0.012 -0.019 -0.116 0.001
C 3.724 0.309 3.489 0.012 0.055 0.125 0.010
C 3.918 0.083 2.144 0.072 -0.015 0.100 -0.017
O 5.171 -0.062 1.561 0.055 0.095 0.052 0.000
C 6.240 0.588 2.195 0.134 -0.055 0.072 0.001
N 1.418 0.469 -1.384 -0.104 0.131 0.119 -0.121
C 1.039 0.907 -2.670 0.143 0.066 -0.119 0.093
C 0.830 -0.016 -3.706 0.108 0.043 0.320 -0.020
C 0.595 0.371 -5.016 -0.014 0.000 -0.029 -0.002
C 0.555 1.720 -5.323 0.144 0.025 -0.042 0.003
C 0.688 2.655 -4.311 0.201 -0.171 -0.038 0.001
C 0.894 2.276 -2.986 -0.096 -0.075 -0.029 -0.033
O 0.944 3.329 -2.130 0.345 0.009 -0.056 -0.002
C 0.846 3.156 -0.716 -0.003 0.011 -0.241 -0.006
H 4.733 -3.158 -4.470 -0.021 -0.010 0.019 0.000
H 3.717 -2.379 -3.229 0.064 -0.032 -0.016 0.000
H 5.424 -2.733 -2.883 -0.009 -0.026 -0.016 0.000
H 7.548 -0.357 -4.287 0.029 0.007 -0.001 0.000
H 8.582 1.307 -2.726 0.016 -0.004 -0.015 0.000
H 7.193 2.284 -0.916 0.008 0.003 0.001 0.000
H 4.830 1.654 -0.691 -0.009 -0.019 -0.001 0.000
H 3.067 -0.142 -3.217 0.017 0.039 -0.005 -0.001
H 4.175 -0.603 -0.161 -0.038 -0.048 -0.043 0.000
H 0.345 0.248 3.499 0.023 0.008 -0.044 0.009
H 2.227 0.569 5.011 0.018 0.008 0.048 -0.001
H 4.566 0.402 4.164 -0.031 0.011 0.012 0.001
H 6.537 0.084 3.122 -0.016 0.016 -0.030 0.000
H 5.985 1.627 2.431 0.011 -0.003 -0.006 0.000
H 7.079 0.561 1.498 -0.019 0.022 0.026 0.000
H 0.902 -1.066 -3.450 -0.068 -0.036 0.026 -0.002
H 0.463 -0.379 -5.785 0.002 -0.021 -0.010 0.000
H 0.397 2.051 -6.342 -0.014 0.007 0.004 0.000
H 0.622 3.714 -4.517 -0.036 0.060 -0.013 0.000
H 0.678 4.161 -0.328 -0.031 -0.037 -0.001 0.000
H 1.759 2.737 -0.285 -0.043 0.021 -0.093 -0.006
H 0.008 2.520 -0.450 0.136 0.064 -0.194 0.038
Cl 2.173 -7.154 1.013 0.022 -0.046 0.022 0.001
C 1.339 -5.700 0.471 -0.003 -0.024 0.004 0.017
C 2.038 -4.721 -0.219 0.015 -0.016 0.011 -0.005
C 1.381 -3.585 -0.640 -0.034 0.018 -0.022 -0.005
C 0.003 -3.364 -0.397 0.058 -0.046 0.017 -0.108
C -0.652 -2.155 -0.790 -0.130 0.236 0.085 0.354
C -0.660 -4.399 0.303 -0.062 0.074 -0.027 0.002
C -0.010 -5.537 0.736 0.054 -0.061 0.015 -0.005
H 3.099 -4.845 -0.405 0.000 -0.006 0.008 0.000
H 1.949 -2.803 -1.134 0.018 0.039 -0.038 -0.007
H -1.742 -2.184 -0.786 0.007 -0.072 0.007 -0.021
H -0.264 -1.719 -1.700 0.115 0.140 -0.316 -0.094
H -1.715 -4.278 0.523 -0.032 0.006 0.001 -0.002
H -0.550 -6.297 1.288 0.002 -0.018 0.010 0.000
O 0.946 -2.827 2.699 -0.124 -0.017 0.074 -0.004
C -0.253 -2.716 2.874 0.118 -0.159 -0.016 0.013
N -1.104 -1.774 2.355 0.062 0.631 -0.191 0.021
C -2.360 -1.964 2.842 -0.099 -0.073 0.033 0.056
O -3.357 -1.287 2.637 0.070 -0.025 0.031 0.007
C -2.358 -3.188 3.734 0.117 -0.100 0.056 0.003
C -3.361 -3.818 4.443 0.118 0.028 -0.065 -0.001
C -3.008 -4.949 5.176 -0.006 -0.071 0.050 0.001
C -1.695 -5.418 5.190 -0.041 -0.043 0.038 0.000
C -0.691 -4.769 4.474 -0.084 0.071 -0.049 -0.003
C -1.056 -3.651 3.753 -0.108 0.002 0.044 -0.006
H -4.376 -3.444 4.417 -0.024 0.010 0.005 0.000
H -3.764 -5.479 5.745 0.012 0.001 -0.007 0.000
H -1.457 -6.305 5.767 -0.006 -0.002 0.002 0.000
H 0.332 -5.123 4.463 0.026 -0.007 -0.001 0.000
C -3.626 1.257 -2.760 0.014 0.045 0.006 -0.002
S -2.298 2.364 -2.279 0.058 0.076 0.018 0.018
O -2.822 3.263 -1.216 -0.001 0.058 0.072 0.001
C -2.277 3.413 -3.753 -0.213 -0.102 -0.091 0.000
C -2.217 4.780 -3.532 -0.038 -0.063 -0.013 0.000
C -2.124 5.647 -4.612 0.027 0.043 -0.029 0.000
C -2.091 5.151 -5.907 0.027 -0.009 -0.002 0.000
C -2.153 3.780 -6.123 -0.065 0.002 0.034 0.000
C -2.242 2.910 -5.047 -0.192 0.051 0.027 0.000
H -4.523 1.837 -2.971 -0.030 0.011 0.003 0.000
H -3.763 0.590 -1.911 0.029 0.034 -0.011 0.001
H -3.306 0.676 -3.624 0.018 -0.009 -0.040 0.000
H -2.261 5.140 -2.513 0.010 0.004 0.039 0.000
H -2.077 6.715 -4.437 0.004 0.014 -0.010 0.000
H -2.013 5.829 -6.748 -0.008 0.011 -0.003 0.000
H -2.127 3.383 -7.130 0.006 0.009 -0.012 0.000
H -2.271 1.843 -5.223 0.027 -0.004 0.019 0.000
```
Forces are in eV/Å.

Computed properties:
Spin multiplicity = 6
Net charge = -2
Gap between HOMO and LUMO (spin up / spin down) = 4.4 / 5.0 eV
Strongest force on any atom = 0.024 Eh/bohr
E = -5776.37228 hartree
Expectation value of S² = 8.76

(3)
Computed, not measured: an isolated molecule of C4H12N4, with ωB97M-V/def2-TZVPD.

```
20
Properties=species:S:1:pos:R:3:forces:R:3:mulliken_charge:R:1
C -0.439 2.238 0.925 -1.051 2.805 -0.934 -0.857
N 0.015 1.364 -0.080 0.425 -2.863 -0.510 -0.368
C -0.970 0.628 -0.929 0.573 1.157 0.826 -0.649
C -0.328 -0.403 -1.808 -1.821 1.848 -3.090 -0.530
N 0.080 -1.687 -1.530 2.525 -2.194 3.699 -0.566
C 0.659 -1.960 -0.365 -1.306 -2.304 -3.166 0.037
N 0.802 -1.185 0.706 -0.883 2.021 1.034 0.036
N 0.955 -1.654 2.021 0.857 -1.348 1.345 -0.758
H -1.496 1.990 1.215 0.929 0.435 -0.488 0.254
H -0.356 3.319 0.442 -0.648 -1.544 1.676 0.257
H 0.137 2.176 1.835 0.395 0.165 0.281 0.293
H 0.940 1.539 -0.493 -1.049 0.033 0.132 0.239
H -1.749 0.151 -0.344 -0.116 0.283 0.583 0.360
H -1.410 1.384 -1.582 -0.447 -0.258 -0.231 0.440
H -1.054 -0.555 -2.661 0.401 0.492 0.667 0.320
H 0.438 0.191 -2.282 1.011 -0.027 -0.551 0.314
H 1.011 -3.045 -0.335 -0.320 1.505 0.568 0.329
H 0.425 -0.151 0.646 0.867 -1.928 -0.002 0.397
H 0.391 -2.482 2.389 0.618 1.520 -1.516 0.236
H 1.950 -1.859 2.231 -0.959 0.201 -0.325 0.219
```
Forces are in eV/Å.

Computed properties:
Spin multiplicity = 1
Net charge = 0
Gap between HOMO and LUMO = 9.1 eV
Strongest force on any atom = 0.097 Eh/bohr
E = -378.52299 hartree

(4)
Computed, not measured: C8H14O as an isolated structure, with ωB97M-V/def2-TZVPD.

```
23
Properties=species:S:1:pos:R:3:forces:R:3:mulliken_charge:R:1
C 1.582 1.720 -1.486 -1.906 0.001 4.594 -0.241
C 0.631 0.643 -0.894 2.784 4.383 8.368 -0.250
C -0.584 1.386 -0.135 3.656 0.469 4.763 -0.842
C -1.804 0.637 0.311 10.060 -7.415 -8.468 -1.420
C -1.281 -0.628 1.131 -5.358 -0.027 0.058 -0.519
C -0.669 -1.768 0.249 1.352 1.614 0.871 -0.480
C 0.901 -1.558 0.308 -0.729 -5.595 1.890 -0.806
C 1.469 -0.242 0.118 -7.934 5.784 5.904 -0.761
H 1.660 2.463 -0.432 0.933 -0.598 -3.111 0.173
H 0.177 0.285 -1.612 -3.820 -4.864 -7.242 0.981
H -0.757 2.131 -0.787 -1.202 3.171 -1.880 0.521
H -0.067 1.917 0.958 -1.311 -1.229 -3.227 0.261
H -2.512 0.970 0.747 -8.386 5.562 5.735 0.945
H -2.263 0.289 -0.754 0.671 0.109 2.365 0.253
H -2.466 -0.891 1.442 3.284 -0.415 0.021 0.273
H -0.753 -0.281 2.069 -0.346 -0.666 -1.151 0.326
H -0.984 -1.439 -0.895 0.403 -1.969 2.905 0.236
H -0.811 -2.807 0.775 -0.477 1.792 -1.925 0.291
H 1.271 -2.159 -0.533 -0.060 -0.107 0.010 0.338
H 1.483 -2.285 1.271 -1.942 2.577 -2.454 0.254
H 2.151 -0.510 -0.416 9.617 -1.661 -4.995 0.661
H 1.613 0.401 1.152 0.163 -1.598 -2.901 0.258
O 2.013 1.727 -2.586 0.546 0.684 -0.131 -0.452
```
Forces are in eV/Å.

Computed properties:
Spin multiplicity = 1
Net charge = 0
Gap between HOMO and LUMO = 10.6 eV
Strongest force on any atom = 0.294 Eh/bohr
E = -388.17790 hartree